ORCA calculation (wB97M-V/def2-TZVPD) on a 5-piece molecular cluster, C33H50ClF16N2O7S2 overall in a non-equilibrium geometry.

```
111
Properties=species:S:1:pos:R:3:lowdin_charge:R:1
C 3.89250 2.68182 3.17548 -0.104
C 3.90792 1.23342 2.52449 -0.232
C 2.88737 1.07880 1.32783 -0.150
C 3.54107 1.14234 -0.10185 -0.275
C 4.75179 2.15899 -0.14892 -0.005
O 2.50880 1.71389 -1.00339 -0.033
C 2.03823 0.76174 -1.86798 -0.450
O 2.48712 0.66423 -2.97204 0.189
C 0.87743 -0.20545 -1.51565 0.063
C -0.42843 0.35961 -1.16536 -0.040
C -0.53091 1.91431 -1.18852 -0.094
C -0.53436 2.35282 -2.74022 -0.058
C -1.77097 3.25647 -3.04511 -0.163
F -2.60962 2.88328 -4.07934 0.047
C -2.06539 4.39888 -2.29705 -0.215
F -1.35998 5.52882 -2.55259 0.128
F -3.06128 4.38307 -1.37055 0.110
C -1.55423 -0.51124 -0.85499 -0.060
C -2.90207 0.18778 -0.54254 -0.062
C -2.94620 0.82119 0.92693 -0.046
C -4.40378 0.88257 1.49149 -0.353
F -5.14828 1.62259 0.60853 0.120
F -4.89067 -0.42762 1.37544 0.075
C -4.53089 1.24500 3.01706 -0.274
F -3.40650 0.73202 3.64611 0.109
F -5.55953 0.46553 3.51288 0.131
C -4.88845 2.71067 3.43102 -0.295
F -5.28648 2.67541 4.74922 0.142
F -6.08834 3.01432 2.80002 0.135
C -3.92594 3.88034 3.06454 -0.373
F -4.59157 5.04131 3.32953 0.135
F -3.78093 3.88680 1.69046 0.094
S -2.22455 3.98604 3.81364 0.890
F -1.79980 5.03160 2.61270 -0.161
F -2.69928 5.28693 4.68686 -0.143
F -2.55589 3.03075 5.05999 -0.117
F -1.61497 2.79392 2.89688 -0.150
F -0.74551 4.20052 4.43878 -0.131
N -1.37784 -1.88906 -0.87366 0.071
C -2.55983 -2.72764 -0.53129 -0.059
C -2.84642 -2.75158 1.04289 -0.177
O -4.16631 -3.14836 1.35047 -0.155
C -4.47734 -4.46181 0.85826 -0.224
C -5.55249 -4.39182 -0.31902 -0.061
C -0.15048 -2.44252 -1.20322 -0.118
N -0.02981 -3.89377 -1.25673 0.128
C 0.07681 -4.36476 -0.12034 -0.663
S 0.23567 -4.76841 1.43183 0.859
C 1.01824 -1.67002 -1.54733 -0.017
C 2.40844 -2.21872 -1.97376 -0.111
C 2.96685 -3.40859 -1.11258 -0.251
C 3.11720 -3.09032 0.42756 -0.557
Cl 4.90589 -2.85954 0.78553 0.523
H 3.05815 3.32620 2.79721 0.069
H 4.86708 3.18743 2.94048 0.070
H 3.77379 2.56585 4.27789 0.071
H 3.59646 0.50995 3.32461 0.102
H 4.95490 0.95485 2.24204 0.106
H 2.27686 0.14612 1.48989 0.098
H 2.15093 1.92750 1.40760 0.111
H 3.82503 0.12070 -0.46002 0.135
H 4.71602 2.61196 -1.17255 0.099
H 5.72547 1.64455 0.01493 0.081
H 4.57277 3.00051 0.56498 0.089
H -1.48249 2.30735 -0.76927 0.080
H 0.30826 2.37421 -0.61868 0.123
H 0.42464 2.89857 -2.92083 0.135
H -0.61984 1.42583 -3.35802 0.133
H -3.77486 -0.46460 -0.76472 0.122
H -2.97455 1.04808 -1.26186 0.129
H -2.24239 0.22366 1.54353 0.122
H -2.62737 1.88426 0.78385 0.103
H -3.46928 -2.42385 -1.11190 0.144
H -2.39424 -3.80026 -0.80677 0.107
H -2.53356 -1.80748 1.54924 0.120
H -2.16901 -3.55201 1.46065 0.073
H -4.99259 -5.01794 1.68674 0.130
H -3.59490 -5.04638 0.50124 0.108
H -5.96687 -3.35770 -0.42644 0.082
H -6.39374 -5.09305 -0.07537 0.081
H -5.11595 -4.74458 -1.28541 0.069
H 3.21138 -1.45198 -2.04084 0.113
H 2.27679 -2.62607 -3.03381 0.127
H 4.00613 -3.60526 -1.49175 0.099
H 2.42211 -4.37304 -1.28700 0.099
H 2.84849 -4.02427 0.98074 0.024
H 2.50741 -2.22446 0.77157 0.062
C -1.54679 -7.86665 -2.15349 -0.146
O -2.51667 -6.84010 -1.97269 -0.136
H -2.01049 -8.70839 -2.66310 0.084
H -0.72034 -7.48910 -2.76113 0.076
H -1.17477 -8.19574 -1.17992 0.078
H -2.07373 -6.11388 -1.52203 0.029
C 8.88698 2.05771 0.78524 -0.153
O 7.79981 2.81259 1.31077 -0.144
H 8.53579 1.49846 -0.08060 0.074
H 9.69215 2.72868 0.47768 0.079
H 9.25523 1.35890 1.54025 0.078
H 8.13215 3.29821 2.07358 0.077
C 0.60352 6.82814 0.66273 -0.161
O 1.05492 7.06180 -0.66513 -0.123
H 1.38951 7.12545 1.35443 0.082
H -0.29380 7.41967 0.86160 0.080
H 0.38442 5.76464 0.80162 0.060
H 0.34478 6.79259 -1.25910 0.049
C 1.96823 -4.74634 -5.93436 -0.141
O 1.55628 -3.77915 -4.97044 -0.149
H 2.85574 -5.25335 -5.56089 0.081
H 1.17292 -5.47868 -6.08949 0.079
H 2.20585 -4.25220 -6.87855 0.081
H 0.77134 -3.34446 -5.32140 0.076
```

## Properties
**Largest force on an atom**: 4.5 eV/Å
**Net charge**: +1
**HOMO**: -10.7 eV
**HOMO-LUMO gap**: 6.40 eV
**Energy above the lowest of the compared OMol25 structures with the same formula, charge and spin**: 0.0 kcal per mole
**2S+1**: 1